No. 1
Formula: C4H8N2
Source: the Open Molecules 2025 dataset
Level of theory: the ωB97M-V functional and the def2-TZVPD basis

Each line ends with the Löwdin charge.
Cartesian coordinates (Å):
C: 0.677 1.893 1.384  -0.1133
C: -0.067 0.175 -0.250  0.1713
C: 0.072 2.221 2.533  0.2159
C: -0.268 -0.853 -1.314  0.0238
N: 0.246 0.934 0.566  0.1960
N: 0.134 -2.422 -1.392  0.2552
H: 1.592 2.369 1.041  0.1574
H: 0.507 2.983 3.167  0.1128
H: -0.841 1.758 2.876  0.1059
H: 0.242 -0.403 -2.178  0.1587
H: -0.609 -3.006 -0.983  0.1845
H: -1.346 -0.841 -1.528  0.1565
H: 1.027 -2.634 -0.922  0.1860
H: 0.228 -2.645 -2.396  0.1893

The value obtained for the orbital gap is 8.99 eV. Its charge is +2. For the LUMO energy, the calculation gives -9.961 eV. Its structure (SMILES) is C=C[N+]#CC[NH3+].


No. 2
Formula: C7H18MnO7
Source: the Open Molecules 2025 dataset
Level of theory: the ωB97M-V functional and the def2-TZVPD basis

Each line ends with the Löwdin spin population.
Cartesian coordinates (Å):
Mn: 12.672 22.905 -7.055  4.7011
C: 14.134 19.616 -5.157  0.0020
C: 13.482 20.720 -5.961  0.0115
O: 12.468 21.335 -5.522  0.0355
O: 13.976 21.092 -7.059  0.0365
H: 13.420 18.830 -4.902  0.0005
H: 14.549 20.049 -4.249  0.0003
H: 14.899 19.092 -5.728  0.0006
C: 12.994 25.052 -10.581  0.0019
C: 12.941 24.231 -9.305  0.0116
O: 13.500 23.102 -9.216  0.0342
O: 12.356 24.683 -8.281  0.0334
H: 12.112 25.696 -10.585  0.0005
H: 12.982 24.403 -11.451  0.0005
H: 13.843 25.733 -10.595  0.0003
C: 10.759 20.977 -8.915  0.0050
O: 10.879 21.973 -7.908  0.0357
H: 9.903 21.144 -9.573  0.0009
H: 11.635 21.064 -9.561  0.0004
H: 10.755 19.956 -8.530  0.0004
H: 10.036 22.001 -7.442  0.0021
C: 10.835 23.776 -4.361  0.0036
O: 11.162 24.014 -5.721  0.0308
H: 11.665 23.306 -3.838  0.0002
H: 10.619 24.722 -3.864  0.0007
H: 9.982 23.107 -4.252  0.0003
H: 10.753 24.832 -6.015  0.0013
C: 15.024 24.959 -6.350  0.0052
O: 14.109 23.984 -5.852  0.0386
H: 16.041 24.581 -6.255  0.0005
H: 14.832 25.195 -7.396  0.0005
H: 14.907 25.934 -5.867  0.0007
H: 14.100 24.077 -4.895  0.0027

The spin multiplicity is 6. The value obtained for the orbital gap (spin up / spin down) is 8.47 / 9.42 eV. Its expectation value of S² is 8.752. Its charge is 0. For the LUMO energy (spin up / spin down), the calculation gives 0.363 / 0.351 eV.


No. 3
Formula: CH3Cl2OP
Source: the Open Molecules 2025 dataset
Level of theory: the ωB97M-V functional and the def2-TZVPD basis

Each line ends with the Löwdin charge.
Cartesian coordinates (Å):
C: -0.298 -0.966 0.782  -0.2443
O: -0.180 1.422 -0.649  -0.3861
P: -0.537 0.049 -0.536  0.2538
Cl: 1.700 2.437 -3.421  0.3302
Cl: -1.471 -0.689 -2.130  0.3567
H: 1.550 2.363 -2.214  -0.3395
H: -0.550 -1.966 1.173  0.0194
H: 0.128 -0.241 1.512  0.0098

The value obtained for the orbital gap is 9.67 eV. Its charge is 0. For the LUMO energy, the calculation gives -0.017 eV.


No. 4
Formula: C19H9Br5FeO4S
Source: the Open Molecules 2025 dataset
Level of theory: the ωB97M-V functional and the def2-TZVPD basis

Each line ends with the Löwdin spin population.
Cartesian coordinates (Å):
Fe: 0.156 -0.113 0.639  3.6879
Br: 4.346 -3.208 5.272  -0.0001
C: 3.408 -2.785 3.678  0.0000
C: 3.563 -3.556 2.543  0.0023
Br: 4.708 -5.071 2.549  0.0006
C: 2.866 -3.212 1.371  0.0038
Br: 3.038 -4.219 -0.230  0.0011
C: 2.012 -2.113 1.309  0.0033
O: 1.371 -1.744 0.249  0.0543
C: 1.825 -1.325 2.509  0.0036
O: 0.997 -0.326 2.444  0.0692
C: 2.545 -1.673 3.646  0.0054
Br: 2.290 -0.564 5.165  0.0012
Br: -0.376 -2.952 -6.053  0.0000
C: -0.999 -2.150 -4.433  0.0002
C: -2.047 -1.247 -4.497  0.0003
C: -2.500 -0.676 -3.318  0.0003
C: -1.917 -0.995 -2.096  0.0014
C: -0.868 -1.906 -2.065  0.0014
C: -0.398 -2.487 -3.236  0.0003
C: -2.468 -0.339 -0.831  0.0110
O: -3.519 0.289 -0.927  0.0108
O: -1.769 -0.448 0.239  0.0596
H: -2.495 -0.995 -5.449  0.0000
H: -3.317 0.034 -3.319  0.0001
H: -0.398 -2.180 -1.131  0.0006
H: 0.429 -3.184 -3.205  0.0000
S: 0.745 1.803 -0.615  0.0535
C: -0.181 3.091 0.169  0.0088
C: 0.467 4.231 0.659  0.0061
C: -0.241 5.257 1.268  0.0000
C: -1.620 5.176 1.408  0.0055
C: -2.278 4.053 0.920  0.0000
C: -1.576 3.028 0.303  0.0064
H: 1.544 4.290 0.569  0.0007
H: 0.293 6.121 1.649  -0.0002
H: -2.173 5.971 1.896  0.0005
H: -3.354 3.966 1.022  -0.0002
H: -2.108 2.163 -0.071  0.0002

The spin multiplicity is 5. The value obtained for the orbital gap (spin up / spin down) is 5.66 / 5.82 eV. Its expectation value of S² is 6.011. Its charge is -2. For the LUMO energy (spin up / spin down), the calculation gives 3.892 / 3.892 eV.


No. 5
Formula: C4H13NO2
Source: the Open Molecules 2025 dataset
Level of theory: the ωB97M-V functional and the def2-TZVPD basis

Each line ends with the Löwdin spin population.
Cartesian coordinates (Å):
C: -2.086 -3.274 -0.430  0.0052
C: -1.719 -2.841 0.991  0.0030
C: -1.961 -3.571 2.080  0.0066
C: -0.319 -0.963 0.296  0.0601
N: -1.401 -1.476 1.135  0.0026
H: -1.432 -4.145 -0.556  0.0013
H: -1.829 -2.476 -1.110  0.0023
H: -3.129 -3.558 -0.497  0.0006
H: -2.330 -4.570 2.211  0.0003
H: -1.756 -3.104 3.049  0.0014
H: 0.051 -1.428 -0.617  0.0078
H: 0.536 -0.671 0.918  0.0230
H: -0.631 0.005 -0.124  0.0167
H: -1.354 -1.177 2.095  0.0051
H: 4.421 4.928 -1.962  0.0797
H: 4.209 5.510 -0.645  0.1177
O: 4.079 5.780 -1.594  0.2573
H: 1.224 4.657 -1.674  0.0509
H: 2.264 3.817 -0.821  0.1225
O: 1.718 3.826 -1.648  0.2359

The spin multiplicity is 2. The value obtained for the orbital gap (spin up / spin down) is 1.92 / 8.84 eV. Its expectation value of S² is 0.750. Its charge is -1. For the LUMO energy (spin up / spin down), the calculation gives 2.901 / 2.857 eV.


No. 6
Formula: C4H7NO
Source: the Open Molecules 2025 dataset
Level of theory: the ωB97M-V functional and the def2-TZVPD basis

Each line ends with the Löwdin charge.
Cartesian coordinates (Å):
C: -1.027 1.604 0.350  -0.0096
C: -0.384 0.546 -0.512  -0.4215
O: -0.813 0.235 -1.605  0.0775
C: 0.793 -0.177 0.073  -0.2664
C: 0.559 -1.626 0.334  -0.1283
N: 1.427 -1.196 -0.744  0.0340
H: -0.319 2.409 0.573  0.0881
H: -1.321 1.158 1.307  0.0916
H: -1.907 2.008 -0.152  0.0848
H: 1.449 0.387 0.733  0.1401
H: -0.428 -2.016 0.090  0.1147
H: 1.051 -2.097 1.181  0.1019
H: 0.920 -1.234 -1.628  0.0931

The value obtained for the orbital gap is 10.90 eV. Its charge is 0. For the LUMO energy, the calculation gives 0.984 eV. Its structure (SMILES) is CC(=O)[C@H]1CN1.


E_tot per entry: -7237.1413 -53205.9171 -37466.3955 -423479.1568 -9941.4230 -7798.0060 eV